Entry 1:
The following is a quantum chemistry calculation of a single C7H9N molecule in a non-equilibrium geometry, from the OMol25 dataset.

```
! wB97M-V def2-TZVPD RIJCOSX def2/J DEFGRID3
* xyz 0 1
C -2.45497 0.73504 0.22765
C -2.74424 -0.57841 -0.11401
C -1.09165 0.87471 0.15719
C -0.55952 -0.48814 -0.19649
C 0.26892 1.48771 0.11497
C 0.87338 0.08194 -0.49961
C 1.96490 -0.54102 0.41018
N -1.62424 -1.27706 -0.36439
H -3.22679 1.46740 0.22686
H -3.58369 -1.25527 0.22106
H 0.51627 2.35770 -0.54051
H 0.69930 1.60927 1.20351
H 1.29350 -0.01774 -1.43279
H 1.97588 -1.58264 0.30280
H 1.81468 -0.25860 1.41301
H 2.88338 -0.14952 0.03528
H -1.55825 -2.19229 -0.75936
*
```

## Properties
Structure (SMILES) ... C[C@@H]1Cc2cc[nH]c21
HOMO-LUMO gap ... 0.3109 Eh
Max |F| ... 0.1109 hartree/bohr
HOMO ... -7.5 eV

=====

Entry 2:
The following is a quantum chemistry calculation of a molecular structure, C7H12 in a non-equilibrium geometry, from the OMol25 dataset.

```
! wB97M-V def2-TZVPD RIJCOSX def2/J DEFGRID3
* xyz 0 1
C 2.00666 0.03126 -1.46463
C 1.04383 0.96110 -0.82027
C -1.19371 1.04692 -0.15941
C -2.02179 0.01527 -0.01355
C -1.35968 -1.16681 0.66290
C 0.08317 -0.68147 0.94102
C 0.16805 0.58653 0.11128
H 1.87226 0.11874 -2.55067
H 3.04724 0.23105 -1.21887
H 1.74828 -0.99788 -1.19360
H 0.84432 1.91275 -1.31593
H -1.37856 1.98987 -0.66287
H -0.66841 1.64396 2.08260
H -3.00921 -0.03105 -0.45016
H -1.88626 -1.43094 1.58627
H -1.36471 -2.05500 0.02056
H 0.85040 -1.41582 0.68250
H 0.20787 -0.48189 2.01656
H 0.05518 1.66670 1.80146
*
```

## Properties
HOMO-LUMO gap ... 0.3317 Eh
Max |F| ... 0.0308 hartree/bohr
HOMO ... -8.0 eV

=====

Entry 3:
The following is a quantum chemistry calculation of 2 unconnected molecules or ions with the total composition C4H3ClSi in a non-equilibrium geometry, from the OMol25 dataset.

```
! wB97M-V def2-TZVPD RIJCOSX def2/J DEFGRID3
* xyz 0 1
C 0.75476 2.22982 -0.73204
C -0.12877 -2.44005 -0.71938
C -0.10058 1.38890 -0.44317
C -0.59720 -1.37486 -0.39841
Si -1.21170 0.18086 0.33798
Cl -3.20082 0.28306 -0.16133
H 1.41964 2.84030 -1.40777
H 0.54722 -3.20705 -0.82795
H -0.79395 0.41699 2.34179
*
```

## Properties
HOMO-LUMO gap ... 0.3691 Eh
Max |F| ... 0.0691 hartree/bohr
HOMO ... -10.2 eV

=====

Respective relative energy (zero: lowest compared OMol25 entry of this formula, charge and spin) values: 330.2, 266.0, 203.9 kJ/mol.